Formula: C36H32GeIrN4O5S2SbSe4
Source: the OMol25 dataset
Level of theory: ωB97M-V/def2-TZVPD

```
! RIJCOSX wB97M-V def2-TZVPD def2/J DEFGRID3
* xyz -2 5
C -2.524 5.336 -3.912
H 1.945 1.525 -2.946
Se 7.991 8.792 4.337
C -1.539 4.570 -3.262
H -0.509 4.957 -3.272
H 1.486 4.154 0.363
C 1.340 -0.310 -3.986
H -1.640 -2.552 3.979
N 1.563 -0.465 1.696
C -0.084 0.994 -2.520
C 1.419 -3.653 3.317
H -1.775 -1.727 -3.663
C -4.136 -7.332 -0.456
H 4.504 4.602 1.840
H -2.037 0.236 -2.203
H -4.940 -5.892 -2.431
C -0.642 -2.435 3.755
C 2.993 4.976 -1.011
O 4.063 -0.950 1.213
H 3.591 5.519 -0.267
C -3.229 2.988 -2.563
C 3.817 2.624 1.373
H -7.000 -8.377 1.868
C -0.939 -0.531 2.260
Se 7.500 6.342 2.219
Sb 5.761 7.867 3.362
H 3.424 0.317 3.676
C 1.168 -1.634 2.210
Se -1.077 2.941 0.848
Se 6.300 8.936 1.033
C 0.221 -3.469 4.036
O -5.868 -8.571 3.883
H -3.507 2.060 -2.042
S 2.984 -0.024 1.153
C -1.931 3.457 -2.526
C 4.474 2.134 4.062
H 0.377 -2.034 -4.750
H 6.361 4.782 3.723
C 3.821 1.228 3.271
C 0.294 -1.160 -4.121
H -5.289 3.482 -3.223
S -4.572 -8.710 3.202
O -4.167 -10.095 3.081
C 1.500 3.767 -3.001
C 4.925 3.328 3.498
H 4.507 2.034 5.111
N -0.177 -1.620 2.591
C 1.111 0.825 -3.216
H 1.995 -4.602 3.499
H -3.334 -6.967 -1.085
Ge -0.544 2.576 -1.486
H -2.772 -7.738 1.095
N 1.936 -2.765 2.383
C -6.427 -7.742 -0.160
H 3.662 2.802 0.329
H -2.271 6.093 -4.597
C 1.095 3.579 -1.662
C -4.234 3.810 -3.144
Ir -0.038 0.844 1.275
H 2.970 4.458 -4.413
C -4.871 -8.254 1.551
C -3.887 4.951 -3.835
C -3.804 -7.836 0.760
H -5.022 -7.547 -3.075
H -7.467 -7.585 -0.536
C -5.384 -7.363 -1.008
C 2.688 4.372 -3.325
O 2.546 0.454 -0.167
H 5.549 4.393 5.195
C 3.405 4.998 -2.324
H -1.913 -0.799 2.497
C 4.475 3.579 2.191
O -3.539 -7.788 3.636
H 0.796 3.377 -3.716
C 1.847 4.227 -0.694
H -4.720 5.508 -4.370
H 2.364 -0.411 -4.323
C -5.511 -6.793 -2.412
H -6.557 -6.681 -2.693
H -0.087 -4.468 4.373
C 3.494 1.456 1.965
C -1.111 0.067 -2.675
H 4.276 5.574 -2.495
C -0.929 -1.043 -3.466
N 5.642 4.257 4.191
C -6.177 -8.227 1.133
*
```

Energy (eV): -402994.8225
LUMO level (spin up / spin down) (eV): 2.10 / 1.49
ΔE to the lowest compared entry with this formula, charge and spin (eV): 1.749
Highest occupied orbital energy (spin up / spin down) (eV): -3.434 / -3.430
Gap between HOMO and LUMO (spin up / spin down) (Ha): 0.203 / 0.181

=====

Formula: C44H66BBrF7NO29P
Source: the OMol25 dataset
Level of theory: ωB97M-V/def2-TZVPD

```
! RIJCOSX wB97M-V def2-TZVPD def2/J DEFGRID3
* xyz -1 1
O 3.587 0.138 0.979
H 6.841 -0.229 -2.629
H -5.139 -8.240 3.381
O 0.623 -4.825 2.254
C -3.971 0.144 5.498
Br 2.883 -3.538 -0.187
H -1.152 -1.372 0.503
C 0.376 3.890 -0.053
O -1.326 -4.341 3.242
O -7.364 -5.584 4.334
O -4.308 -0.011 6.803
H 4.698 2.930 -2.874
H -4.810 -1.997 7.095
H 2.310 0.117 -2.825
N 6.323 3.575 -1.661
H 4.245 0.884 -3.273
F 2.615 2.536 -11.503
H -3.630 -4.551 4.345
F 0.834 -8.204 2.883
F -7.370 3.176 3.485
C 6.176 0.600 -2.362
O 0.258 4.897 -10.668
C -6.305 -5.262 3.908
H 1.464 1.545 1.065
C -6.034 3.530 5.407
C -1.066 1.486 -3.693
O -3.287 -0.939 5.034
C -4.957 -11.083 2.088
H 2.666 -0.943 4.962
H 5.821 4.441 -1.481
H -1.868 -1.359 6.463
C -4.591 -5.124 2.483
H -1.328 3.486 -4.409
H 7.295 3.839 -1.800
H -2.754 1.014 -2.412
H 1.924 -6.065 1.201
O 3.869 1.542 -0.917
C 1.768 3.213 -0.309
H 2.442 0.801 4.711
P 4.744 -2.278 0.180
O -0.100 -0.307 1.909
C 1.549 3.020 -10.822
H 2.264 2.942 1.762
C -0.784 1.400 3.442
H -7.105 -9.650 3.072
H 5.704 2.628 0.703
H 1.573 -1.135 0.540
H -5.734 2.491 5.257
H -1.387 -0.668 3.444
H 5.682 -3.534 -1.333
C -7.815 3.598 6.779
C -3.942 -1.341 7.183
H -2.346 -0.324 -3.530
H 2.124 -6.055 2.962
H -1.696 3.667 -0.732
C 4.246 -0.016 3.831
H -0.977 0.338 0.099
H 2.218 -0.325 3.325
C 0.756 3.992 -11.656
H 3.176 5.914 -6.442
C -2.873 -1.670 6.175
H 6.123 1.516 -4.353
F -7.167 -8.686 1.318
C -5.129 -8.879 2.506
O -0.610 -6.486 3.131
H 4.535 3.293 1.832
C 2.045 4.064 -6.319
O -6.464 3.715 6.763
H -1.151 1.231 -4.757
C -0.453 -0.514 0.551
H 4.608 -0.826 -3.064
H -1.298 -0.026 -2.162
C -1.194 0.128 2.704
H 0.549 3.331 -2.811
F -3.489 -5.854 2.194
O 4.904 -0.978 3.760
O -4.345 -10.056 2.733
C 2.436 -0.317 -1.822
O 5.758 -2.595 -1.113
H -4.959 -4.650 1.570
H 7.579 1.926 -3.370
C 0.222 5.193 -5.708
C -1.939 0.471 -2.897
C 2.454 5.416 -5.798
C -4.355 -4.172 3.629
O -5.652 -4.126 4.243
H -0.610 2.209 2.725
C 0.809 -0.912 -0.218
C 3.814 0.172 -1.307
H 2.859 5.361 -4.786
H 0.437 4.982 -0.190
H 1.383 4.535 -12.364
C -7.275 3.888 4.634
C 2.781 -0.130 4.245
O -8.314 3.487 5.511
O -8.479 3.600 7.762
O 2.013 3.834 -9.759
O 6.434 0.878 2.271
H -5.190 4.175 5.172
H -0.059 3.516 -12.196
H -4.038 -3.186 3.300
C 1.395 -6.023 2.150
H -7.379 4.952 4.410
O 1.211 6.120 -5.775
H -3.579 -1.371 8.208
C 0.345 -7.093 2.278
C 1.085 4.824 -9.595
O -0.929 5.442 -5.570
C -0.696 3.299 -0.995
O -4.513 -12.177 1.992
H 0.968 2.189 -10.418
O 4.668 1.274 3.609
H 5.419 -0.043 0.143
H 0.072 3.756 0.995
O -6.159 -10.688 1.568
C -6.483 -9.459 2.196
C -0.515 -5.140 2.909
F -2.864 -2.989 5.868
H -2.116 0.266 2.127
H 2.481 4.045 -0.406
C 4.403 -0.467 -0.006
H 6.381 0.979 -1.359
H -1.559 1.742 4.143
H 0.619 -1.808 -0.831
O 0.728 3.927 -5.819
O -5.587 -5.995 3.000
H 2.396 -1.406 -1.974
B 3.683 1.579 0.558
C -0.440 3.655 -2.461
H -0.604 2.210 -0.902
C 2.220 2.316 0.850
H -2.475 3.045 -3.090
H -0.495 4.735 -2.667
H 5.983 3.830 -3.710
H -4.713 -8.322 1.666
C 4.897 2.356 1.389
C 4.708 0.163 -2.591
C -1.437 2.978 -3.436
H -0.004 1.372 -3.443
F 2.820 3.077 -5.796
C 5.779 3.060 -2.938
O 1.311 0.113 -1.065
C 6.493 1.764 -3.349
H 2.033 3.980 -7.396
H 1.647 2.671 -1.245
C 5.421 1.430 2.438
O -4.232 1.102 4.847
H 0.134 1.253 4.017
O 1.009 5.521 -8.639
H -0.133 -7.373 1.337
*
```

Energy (eV): -206600.5762
LUMO level (eV): 1.53
Highest occupied orbital energy (eV): -4.922
Gap between HOMO and LUMO (Ha): 0.237

=====

Question: Number 2 is which compound?
Answer: C44H66BBrF7NO29P